Molecular formula: C39H58Br43F8N3O2P
Method: DFT, the ωB97M-V functional and the def2-TZVPD basis

The calculation puts the energy above the lowest of the compared OMol25 structures with the same formula, charge and spin at 15.1424 eV. The calculation puts the LUMO energy at -3.30 eV. The value obtained for the orbital gap is 7.0 eV. For the largest force on an atom, the calculation gives 4.99 eV Å⁻¹.

Geometry as ORCA input:
```
! RIJCOSX wB97M-V def2-TZVPD def2/J DEFGRID3
* xyz 1 1
C -1.55027 5.80961 -0.37468
C -1.84850 4.23281 -0.03106
C -0.61164 3.50179 0.82392
C 0.72470 3.21732 -0.09888
C 0.51463 1.75923 -0.89150
C 1.78881 0.71852 -0.58859
N 1.36218 -0.75814 -0.70382
C 0.54978 -1.07311 -1.96348
C 1.35152 -0.49805 -3.31462
O 2.77579 -0.86666 -3.34085
C 1.71982 -1.72516 0.24504
N 1.29741 -3.20141 0.09806
C 0.49599 -3.67160 1.28731
C 2.52248 -4.04487 -0.17025
C 2.13316 -5.65036 -0.08075
C 0.88031 -6.04705 -1.11554
O 0.11908 -7.14735 -0.50442
C -1.35626 -6.92608 -0.66865
C -1.84530 -7.23215 -2.20130
F -3.08473 -8.07750 -2.08810
F -0.80920 -8.13385 -2.81195
C -2.19603 -5.91254 -3.10505
F -2.11656 -4.61685 -2.39373
F -3.64089 -6.06606 -3.51975
C -1.33757 -5.77254 -4.49474
F -1.71754 -6.95724 -5.34995
F 0.15201 -5.77715 -4.29270
C -1.67553 -4.44333 -5.39224
F -1.20601 -3.15537 -4.77629
F -3.09895 -4.35356 -5.84689
C 3.83917 -3.61273 0.69722
C 4.54161 -4.86145 1.54003
C 5.56134 -5.77896 0.62643
C 7.04318 -5.01279 0.52590
Br 8.29679 -5.55575 1.99050
C 3.61157 -2.40701 1.78111
N 2.55864 -1.39867 1.44878
P 1.66580 -0.74857 2.82314
C -0.00986 0.05107 2.33654
C 1.23363 -2.02875 4.16427
H -2.44648 6.17587 -1.06199
H -0.50886 5.88117 -0.90556
H -1.62965 6.43203 0.61974
H -2.12542 3.56776 -0.95803
H -2.78292 4.19051 0.69567
H -1.07012 2.45858 1.17067
H -0.25312 4.14905 1.73909
H 1.73373 3.20436 0.50007
H 0.74118 4.08092 -0.92301
H 0.41121 2.03885 -2.02287
H -0.45567 1.18978 -0.49977
H 2.17277 1.01131 0.47550
H 2.67139 0.97184 -1.34257
H -0.54630 -0.60147 -1.92836
H 0.39759 -2.21395 -2.16375
H 0.84397 -1.08017 -4.22514
H 1.15281 0.63719 -3.51585
H 3.30452 -0.12545 -3.78077
H -0.20274 -2.79746 1.69120
H -0.23957 -4.53714 0.95115
H 1.14372 -4.11612 2.15941
H 2.80325 -3.85771 -1.31578
H 3.05758 -6.28557 -0.48984
H 1.94921 -6.03703 1.01322
H 1.39885 -6.34716 -2.13116
H 0.17782 -5.14219 -1.35176
H -1.71169 -5.90523 -0.22122
H -1.85568 -7.76885 0.01375
H -1.03668 -4.54929 -6.39517
H 4.67972 -3.25178 -0.06754
H 3.76619 -5.48793 2.17267
H 5.23656 -4.32502 2.34952
H 5.70928 -6.80877 1.17551
H 5.20426 -5.89297 -0.49803
H 6.93158 -3.84274 0.38553
H 7.52913 -5.40374 -0.49080
H 4.64806 -1.81557 1.83359
H 3.51002 -2.92435 2.84142
H -0.41376 -0.25751 1.28297
H 0.10365 1.20235 2.50976
H -0.81471 -0.32150 3.13470
H 1.68027 -3.09936 4.01196
H 0.04419 -2.10723 4.21130
H 1.55633 -1.68887 5.26047
C -2.28286 9.38012 -2.71965
Br -0.52589 9.34042 -1.88543
Br -2.38722 8.17755 -4.24505
Br -3.70261 9.04276 -1.43338
H -2.43239 10.39526 -3.10197
C -7.02344 11.15575 -3.46326
Br -6.55559 12.09525 -1.82529
Br -5.48203 10.91518 -4.62522
Br -7.92539 9.47117 -3.09904
H -7.73500 11.78923 -4.00308
C -3.27271 2.60106 -4.20941
Br -1.35668 2.34393 -3.99231
Br -4.22441 2.40893 -2.52379
Br -3.68190 4.29009 -5.08334
H -3.62933 1.80435 -4.87055
C -4.62554 5.70883 3.64883
Br -5.23124 4.97075 1.95389
Br -2.74477 5.33154 3.97179
Br -5.01783 7.60869 3.79244
H -5.19291 5.20464 4.43808
C 3.19736 -1.99543 -7.17817
Br 4.84229 -2.07666 -6.14277
Br 2.17791 -3.64702 -7.04813
Br 2.12314 -0.44284 -6.70967
H 3.48586 -1.87960 -8.22812
C -5.41148 11.38510 3.34035
Br -6.70540 11.68177 4.76240
Br -6.16870 11.74741 1.58556
Br -3.76707 12.38051 3.63878
H -5.15018 10.32196 3.36253
C -0.04169 8.81283 1.98242
Br 1.53530 7.90043 1.30046
Br -0.16250 8.69873 3.92054
Br -0.14020 10.65250 1.35800
H -0.91405 8.29022 1.57636
C -1.88885 -2.28085 7.00371
Br -2.49455 -3.01893 5.30877
Br -0.00808 -2.65813 7.32667
Br -2.28114 -0.38099 7.14732
H -2.45621 -2.78503 7.79296
C -7.66648 1.64553 -5.23897
Br -6.08948 0.73313 -5.92093
Br -7.78729 1.53142 -3.30085
Br -7.76498 3.48520 -5.86338
H -8.53884 1.12292 -5.64502
C -11.08598 12.90210 -5.20074
Br -11.05880 10.95693 -5.19349
Br -9.31240 13.65183 -4.92458
Br -11.92859 13.60822 -6.80554
H -11.70175 13.21640 -4.35157
C 0.49182 -6.72323 5.95695
Br -0.80210 -6.42656 7.37900
Br -0.26540 -6.36092 4.20216
Br 2.13623 -5.72782 6.25538
H 0.75312 -7.78636 5.97913
C 9.28718 -7.49355 -1.94795
Br 9.20678 -8.87512 -0.58075
Br 10.95272 -7.56335 -2.95047
Br 7.73472 -7.54293 -3.11903
H 9.26615 -6.52922 -1.42964
C 12.02931 -5.58455 3.17248
Br 13.78628 -5.62426 4.00669
Br 11.92495 -6.78713 1.64707
Br 10.60956 -5.92192 4.45874
H 11.87978 -4.56942 2.79015
C 0.77816 -2.60535 11.52968
Br -0.59158 -1.53280 10.65911
Br 2.42507 -2.65429 10.49565
Br 1.09060 -2.03187 13.36202
H 0.39914 -3.63162 11.57608
*
```

Molecular formula: C39H58BrFI2N3O4Si2
Method: DFT, the ωB97M-V functional and the def2-TZVPD basis

The calculation puts the LUMO energy at 0.42 eV. The value obtained for the orbital gap is 3.9 eV. For the largest force on an atom, the calculation gives 4.65 eV Å⁻¹.

Geometry as ORCA input:
```
! RIJCOSX wB97M-V def2-TZVPD def2/J DEFGRID3
* xyz -1 1
C -3.50771 2.90432 -0.22321
O -4.07431 1.71095 -0.81934
C -3.21991 0.60966 -0.42009
C -3.96705 -0.77913 -0.61548
C -3.78686 -1.38312 -2.06172
C -2.49513 -2.34252 -2.18830
C -1.31333 -1.42207 -2.66141
C -0.21352 -0.89627 -1.72669
C -0.37879 -1.37935 -0.26634
I 0.37395 -0.26291 1.40463
C 0.00580 -2.94074 -0.04302
C 1.37813 -3.18801 0.68368
I -1.50251 -3.70429 1.38388
C 0.78976 -0.07195 -2.37979
C 1.95924 0.56407 -1.57055
C 3.10374 -0.42304 -1.09619
C 3.75394 -0.12159 0.30633
C 3.65460 1.36363 0.81087
C 4.24273 2.44989 -0.15927
O 4.32594 3.70415 0.61362
C 3.20585 4.47664 0.25565
C 1.82028 4.32496 0.99300
O 3.24182 5.27486 -0.65068
C 0.78414 0.22758 -3.86258
N 1.82338 0.98281 -4.38201
C 1.73439 1.23909 -5.69975
C 2.85868 2.10694 -6.36684
C 2.40889 3.61877 -6.51601
O 2.90001 4.32998 -7.36768
C 1.34591 4.27496 -5.55356
C 1.79318 4.83940 -4.27218
C 0.78111 5.42306 -3.38634
C -0.62748 5.41631 -3.81765
C -1.05307 4.86150 -5.10697
C -0.05139 4.28692 -6.00784
C 0.61495 0.69763 -6.52063
C 0.62214 1.07082 -8.05823
C -0.73167 0.73053 -8.77349
F -0.80231 1.59317 -9.92081
N -0.41466 -0.08270 -6.11050
C -0.28364 -0.27254 -4.73616
C -1.34983 -1.10350 -4.08534
Br -2.81614 -1.77964 -5.21706
H -3.98668 3.08823 0.77619
H -3.69440 3.77943 -0.89763
H -2.39142 2.77040 -0.14455
H -2.92834 0.78316 0.65793
H -2.27846 0.68158 -1.03484
H -5.04907 -0.55307 -0.38045
H -3.59820 -1.50163 0.17450
H -3.59909 -0.50916 -2.75236
H -4.69973 -1.96134 -2.35374
H -2.35109 -2.78687 -1.17231
H -2.67535 -3.19421 -2.89651
H -1.49255 -1.37376 -0.07480
H -0.15643 -3.54059 -0.97423
H 1.22234 -3.28172 1.79256
H 2.19973 -2.47388 0.44819
H 1.74350 -4.21061 0.35693
H 2.49729 1.34002 -2.19345
H 1.50488 1.19664 -0.75880
H 3.94390 -0.33827 -1.85199
H 2.71532 -1.47001 -1.23493
H 4.85855 -0.35964 0.21817
H 3.39147 -0.77629 1.14964
H 4.22620 1.43315 1.78065
H 2.59962 1.67836 1.06056
H 3.55898 2.70003 -1.02513
H 5.23118 2.18251 -0.61119
H 1.26418 3.40472 0.66254
H 1.16522 5.20078 0.73347
H 1.93981 4.30920 2.10703
H 3.78838 2.13910 -5.72714
H 3.06275 1.73845 -7.40243
H 2.87180 4.80329 -3.99572
H 1.12694 5.81925 -2.40431
H -1.39222 5.85289 -3.13465
H -2.12794 4.85271 -5.41687
H -0.32050 3.86891 -7.00557
H 1.48381 0.48558 -8.50523
H 0.88306 2.15686 -8.20330
H -0.79749 -0.33562 -9.11289
H -1.58628 1.01656 -8.09813
C -2.29062 -2.54821 4.60321
Si -1.17005 -2.88641 6.08996
C -0.22495 -1.29200 6.44106
C 0.06618 -4.20778 5.55688
N -2.15198 -3.37970 7.39236
Si -1.50781 -3.77705 8.92178
C -0.61884 -2.33309 9.74731
C -0.32850 -5.24765 8.86736
C -2.94462 -4.26191 10.05390
H -1.69289 -2.22922 3.74468
H -2.84223 -3.45060 4.32265
H -3.00952 -1.75809 4.83448
H 0.19998 -0.88774 5.51288
H 0.60450 -1.45885 7.13143
H -0.88640 -0.53348 6.86529
H -0.42299 -5.17869 5.45201
H 0.88603 -4.30463 6.27164
H 0.50935 -3.94711 4.58654
H 0.34583 -2.13095 9.27675
H -0.42477 -2.55813 10.80329
H -1.22636 -1.42632 9.70381
H -0.76303 -6.07378 8.29952
H -0.12298 -5.60941 9.88219
H 0.63020 -4.98019 8.41755
H -3.47879 -5.12479 9.64857
H -3.64835 -3.43295 10.15911
H -2.57334 -4.52565 11.05063
*
```